68
Properties=species:S:1:pos:R:3 method="wB97M-V/def2-TZVPD" e_lumo_ev=0.53 total_charge=0 smiles="CC[C@@H](C(=O)NC1CCCC1)N(Cc1cccs1)C(=O)Cn1nnc(-c2ccc(OC)c(OC)c2)n1" e_above_lowest_kj_mol=0.0 homo_ev=-7.94 gap_ev=8.47
C 5.487 -0.923 1.132
C 4.689 -2.077 0.539
C 3.289 -1.646 0.117
C 2.543 -2.736 -0.676
O 2.766 -3.922 -0.533
N 1.589 -2.223 -1.466
C 0.580 -3.029 -2.121
C 0.042 -2.296 -3.347
C -0.945 -1.272 -2.772
C -1.447 -1.868 -1.442
C -0.667 -3.175 -1.241
N 2.395 -1.309 1.234
C 2.291 -2.278 2.311
C 3.218 -2.015 3.456
C 4.133 -2.865 3.996
C 4.835 -2.306 5.088
C 4.446 -1.038 5.364
S 3.206 -0.499 4.304
C 1.531 -0.297 1.021
O 1.533 0.361 -0.004
C 0.509 0.012 2.126
N -0.329 1.076 1.676
N -0.216 2.317 2.071
N -1.082 3.002 1.421
C -1.731 2.142 0.602
C -2.785 2.527 -0.306
C -3.375 1.600 -1.151
C -4.382 1.996 -2.016
C -4.812 3.314 -2.047
O -5.791 3.800 -2.855
C -6.433 2.915 -3.738
C -4.209 4.262 -1.186
O -4.691 5.531 -1.285
C -4.124 6.520 -0.461
C -3.206 3.860 -0.328
N -1.260 0.907 0.762
H 6.473 -1.265 1.437
H 5.609 -0.128 0.400
H 4.984 -0.509 2.001
H 5.189 -2.447 -0.358
H 4.639 -2.906 1.242
H 3.367 -0.741 -0.493
H 1.412 -1.227 -1.432
H 1.040 -3.994 -2.349
H 0.837 -1.829 -3.926
H -0.477 -3.009 -3.987
H -1.763 -1.082 -3.465
H -0.446 -0.321 -2.589
H -1.259 -1.170 -0.626
H -2.519 -2.062 -1.469
H -1.249 -4.028 -1.593
H -0.402 -3.354 -0.199
H 1.261 -2.311 2.677
H 2.522 -3.264 1.894
H 4.302 -3.862 3.630
H 5.598 -2.829 5.636
H 4.806 -0.375 6.125
H 1.008 0.336 3.041
H -0.123 -0.860 2.317
H -3.043 0.575 -1.134
H -4.829 1.262 -2.667
H -5.730 2.479 -4.456
H -6.948 2.111 -3.201
H -7.166 3.516 -4.274
H -4.272 6.294 0.600
H -3.054 6.643 -0.658
H -4.645 7.443 -0.710
H -2.721 4.550 0.342

---

67
Properties=species:S:1:pos:R:3 method="wB97M-V/def2-TZVPD" e_lumo_ev=2.18 total_charge=-1 homo_ev=-5.17 gap_ev=7.35
C 1.526 -4.663 2.671
C 1.248 -3.849 1.313
C -0.069 -2.989 1.254
C -0.428 -2.129 0.022
C 0.569 -2.154 -1.184
C 0.168 -1.194 -2.429
C 0.593 0.295 -1.999
O 1.663 0.956 -2.692
B 1.830 2.184 -1.883
C 2.722 3.432 -2.478
I 1.795 5.276 -1.656
C 4.211 3.315 -1.858
C 4.314 3.674 -0.303
I 5.708 4.427 -3.059
O 0.401 2.589 -1.677
C -0.508 1.472 -1.944
S -1.402 1.967 -3.499
C 1.867 -2.991 -1.210
C 2.167 -3.843 0.077
H 1.829 -3.867 3.450
H 0.587 -5.196 3.038
H 2.408 -5.385 2.594
H -0.776 -2.967 2.161
H -1.386 -1.489 0.017
H -0.977 -1.286 -2.517
H 0.704 -1.476 -3.393
H 0.971 0.175 -0.917
H 2.417 1.759 -0.918
H 2.713 3.532 -3.616
H 4.503 2.204 -1.984
H 4.343 4.803 -0.104
H 3.486 3.210 0.341
H 5.303 3.235 0.111
H -1.289 1.297 -1.129
H -2.155 3.080 -3.086
H 2.582 -2.975 -2.111
H 3.120 -4.479 0.140
N 3.354 8.737 -0.371
C 3.305 9.897 0.355
C 3.726 10.923 -0.456
C 4.035 10.361 -1.719
C 3.794 9.011 -1.637
H 3.105 7.822 -0.027
H 2.976 9.892 1.383
H 3.801 11.963 -0.171
H 4.395 10.886 -2.592
H 3.897 8.224 -2.369
N -3.563 -2.852 0.893
C -4.074 -2.131 1.939
C -5.445 -2.173 1.856
C -5.774 -2.954 0.720
C -4.593 -3.361 0.147
H -2.581 -2.987 0.701
H -3.419 -1.649 2.650
H -6.134 -1.697 2.537
H -6.764 -3.192 0.361
H -4.396 -3.967 -0.725
N -4.646 -6.028 2.233
C -3.528 -6.778 2.479
C -3.929 -7.965 3.045
C -5.342 -7.930 3.138
C -5.756 -6.724 2.627
H -4.650 -5.104 1.824
H -2.546 -6.404 2.233
H -3.278 -8.768 3.356
H -5.985 -8.702 3.534
H -6.743 -6.302 2.511

---

76
Properties=species:S:1:pos:R:3 method="wB97M-V/def2-TZVPD" e_lumo_ev=0.30 total_charge=0 e_above_lowest_kj_mol=2.2 homo_ev=-8.94 gap_ev=9.24
Bi -0.742 0.702 0.561
C 3.617 1.673 0.042
C 3.017 2.328 1.256
O 2.811 1.344 2.255
C 1.932 1.776 3.275
C 1.364 0.582 4.009
O 0.742 -0.343 3.125
C 1.597 -1.423 2.776
C 0.991 -2.171 1.618
O 0.889 -1.399 0.428
C 1.932 -1.522 -0.534
C 3.115 -0.620 -0.299
O 2.715 0.722 -0.502
H 4.568 1.198 0.302
H 3.816 2.437 -0.714
H 2.058 2.776 0.980
H 3.678 3.129 1.615
H 1.115 2.357 2.835
H 2.450 2.425 3.993
H 0.595 0.941 4.697
H 2.134 0.077 4.599
H 1.690 -2.119 3.620
H 2.588 -1.043 2.529
H -0.029 -2.468 1.869
H 1.579 -3.076 1.430
H 1.469 -1.259 -1.486
H 2.259 -2.563 -0.589
H 3.901 -0.901 -1.014
H 3.520 -0.744 0.708
S -0.647 6.132 0.365
C -0.417 4.481 -0.083
N -0.716 3.597 0.805
C -1.208 4.210 1.956
C -1.689 3.552 3.091
C -2.146 4.303 4.152
C -2.142 5.704 4.098
C -1.692 6.369 2.979
C -1.230 5.607 1.906
H -0.061 4.213 -1.068
H -1.748 2.470 3.117
H -2.540 3.805 5.027
H -2.513 6.270 4.942
H -1.709 7.450 2.929
O -4.792 0.563 1.222
S -3.727 0.406 0.279
O -4.054 0.161 -1.093
O -2.727 1.581 0.384
S -2.445 -1.107 0.993
C 0.330 -6.068 -0.458
C -0.284 -5.117 -1.452
C 0.197 -5.043 -2.759
C -0.365 -4.174 -3.678
C -1.421 -3.363 -3.280
C -1.903 -3.399 -1.980
C -1.333 -4.283 -1.076
S -2.264 -2.341 -4.446
O -2.760 -3.138 -5.531
O -3.166 -1.516 -3.697
N -1.034 -1.460 -5.088
C -0.326 -0.548 -4.189
C -1.103 0.695 -3.745
C -0.712 1.093 -2.344
O -0.402 2.227 -2.018
O -0.743 0.099 -1.496
H 0.866 -6.872 -0.960
H -0.432 -6.511 0.182
H 1.043 -5.552 0.191
H 1.014 -5.688 -3.063
H -0.009 -4.130 -4.698
H -2.705 -2.733 -1.692
H -1.717 -4.331 -0.064
H -1.378 -1.041 -5.946
H 0.603 -0.276 -4.690
H -0.057 -1.122 -3.303
H -2.171 0.462 -3.710
H -0.936 1.549 -4.398

---

70
Properties=species:S:1:pos:R:3 method="wB97M-V/def2-TZVPD" e_lumo_ev="-5.55 / -7.57" total_charge=+2 e_above_lowest_kj_mol=45.0 multiplicity=6 homo_ev="-13.35 / -13.36" gap_ev="7.79 / 5.79"
Fe 0.057 0.228 0.167
C -2.654 -1.192 0.189
C -1.654 -2.255 0.677
N -0.268 -2.027 0.192
C 0.057 -2.765 -1.050
C -0.690 -2.209 -2.254
S -0.398 -0.419 -2.356
C -2.088 0.280 -2.385
C -2.523 0.941 -1.070
N -2.065 0.172 0.118
H -3.519 -1.194 0.851
H -3.024 -1.455 -0.798
H -2.009 -3.240 0.364
H -1.629 -2.256 1.765
H 0.359 -2.386 0.905
H -0.169 -3.828 -0.939
H 1.132 -2.668 -1.211
H -1.758 -2.405 -2.192
H -0.317 -2.668 -3.167
H -2.750 -0.531 -2.679
H -2.116 1.022 -3.180
H -3.609 1.061 -1.078
H -2.077 1.934 -1.005
H -2.351 0.689 0.945
O 4.159 2.160 -2.828
C 3.564 3.358 -2.527
C 4.103 4.585 -2.877
C 3.440 5.748 -2.514
C 2.249 5.690 -1.802
C 1.711 4.455 -1.466
C 2.367 3.283 -1.820
C 1.815 1.901 -1.549
O 0.510 1.857 -1.140
N 2.701 1.199 -0.575
N 2.059 0.398 0.333
C 2.739 -0.334 1.116
C 2.199 -0.914 2.336
Br 0.421 -0.334 2.762
C 2.948 -1.657 3.142
C 2.728 -2.320 4.418
C 1.484 -2.563 5.009
C 1.405 -3.194 6.237
C 2.559 -3.596 6.898
C 3.799 -3.381 6.316
C 3.878 -2.758 5.084
H 4.931 2.298 -3.391
H 5.029 4.630 -3.438
H 3.854 6.706 -2.803
H 1.729 6.600 -1.534
H 0.755 4.395 -0.960
H 1.868 1.360 -2.507
H 3.574 0.853 -0.958
H 3.795 -0.513 0.906
H 3.962 -1.766 2.758
H 0.568 -2.291 4.505
H 0.436 -3.381 6.681
H 2.488 -4.086 7.860
H 4.701 -3.703 6.820
H 4.847 -2.596 4.626
S -0.290 2.750 1.103
C 0.970 3.206 2.150
N 2.217 3.396 1.802
C 3.188 3.659 2.866
C 2.378 4.075 4.097
S 0.693 3.423 3.836
H 2.513 3.265 0.839
H 3.866 4.450 2.554
H 3.773 2.759 3.055
H 2.310 5.155 4.205
H 2.776 3.647 5.012

---

61
Properties=species:S:1:pos:R:3 method="wB97M-V/def2-TZVPD" e_lumo_ev="2.66 / 2.65" total_charge=-1 e_above_lowest_kj_mol=0.0 multiplicity=4 homo_ev="-3.00 / -3.56" gap_ev="5.66 / 6.22"
O -0.294 0.245 -4.759
C -0.737 1.561 -5.312
C -1.071 1.017 -6.676
H 0.082 2.289 -5.316
H -1.623 1.954 -4.804
C -0.554 -0.306 -6.093
H -0.468 1.440 -7.478
H -2.139 0.975 -6.904
C 0.640 -0.834 -6.841
H 1.405 -0.078 -7.046
H 0.272 -1.268 -7.783
H 1.083 -1.660 -6.275
C -1.603 -1.403 -6.078
H -2.497 -1.124 -5.511
H -1.168 -2.317 -5.670
H -1.866 -1.607 -7.126
Co -0.289 0.133 -1.647
C -2.838 -0.278 -0.511
C -2.851 1.131 -0.420
C -2.266 1.676 -1.588
H -3.282 1.715 0.399
C -2.016 0.590 -2.509
C -2.241 -0.656 -1.767
H -2.255 -1.634 -2.245
H -3.310 -0.962 0.187
H -2.055 2.715 -1.802
H -2.033 0.646 -3.583
C 0.781 -1.722 0.605
C -0.050 -1.991 -0.489
C 0.666 -1.611 -1.717
H -0.996 -2.527 -0.439
C 1.958 -1.097 -1.255
C 2.002 -1.158 0.143
H 2.853 -0.875 0.763
H 0.556 -1.976 1.634
H 0.501 -2.042 -2.699
H 2.798 -0.862 -1.902
O 2.741 0.549 -5.604
C 2.548 -0.070 -4.297
C 2.164 1.022 -3.295
H 3.535 -0.515 -4.045
H 1.826 -0.910 -4.414
C 2.512 2.336 -3.989
H 2.724 0.918 -2.377
H 1.100 0.976 -3.034
C 3.017 1.928 -5.386
H 3.246 2.899 -3.415
H 1.607 2.938 -4.048
H 4.110 2.050 -5.456
H 2.536 2.508 -6.185
C 1.441 2.838 1.967
C 0.379 1.952 2.155
C -0.115 1.228 1.052
C 0.383 1.448 -0.217
C 1.395 2.385 -0.422
C 1.974 3.040 0.685
H 1.846 3.355 2.841
H -0.087 1.793 3.134
H -0.888 0.478 1.207
H 1.761 2.634 -1.417
H 2.824 3.720 0.574

---

79
Properties=species:S:1:pos:R:3 method="wB97M-V/def2-TZVPD" e_lumo_ev=3.78 total_charge=-2 e_above_lowest_kj_mol=104.8 homo_ev=-1.49 gap_ev=5.27
Cs 3.244 0.223 2.861
C -3.098 0.138 2.785
C -1.661 -0.325 2.558
C -0.693 0.633 3.256
P -1.008 -0.596 0.804
C -1.358 -2.435 0.568
C -0.963 -2.814 -0.856
C -2.738 -3.001 0.900
C -2.190 0.238 -0.316
C -3.564 0.014 -0.269
C -4.482 0.619 -1.118
C -5.964 0.366 -0.996
C -3.967 1.509 -2.058
C -2.620 1.768 -2.156
C -1.645 1.134 -1.314
N -0.341 1.371 -1.410
C 0.104 2.145 -2.477
C 0.670 3.407 -2.236
C 0.799 3.910 -0.824
C 1.137 4.175 -3.299
C 1.087 3.727 -4.607
C 1.593 4.580 -5.744
C 0.574 2.454 -4.840
C 0.091 1.659 -3.812
C -0.417 0.272 -4.091
H -3.249 0.357 3.848
H -3.837 -0.608 2.495
H -3.308 1.048 2.219
H -1.529 -1.309 3.025
H -0.682 1.611 2.768
H 0.314 0.227 3.202
H -0.954 0.778 4.307
H -0.636 -2.892 1.256
H -1.628 -2.325 -1.574
H -1.035 -3.896 -1.005
H 0.057 -2.496 -1.080
H -3.472 -2.696 0.154
H -3.090 -2.687 1.884
H -2.701 -4.096 0.895
H -3.948 -0.672 0.474
H -6.159 -0.607 -0.538
H -6.452 0.372 -1.975
H -6.468 1.120 -0.381
H -4.646 2.021 -2.737
H -2.274 2.472 -2.903
H 0.168 3.328 -0.156
H 0.527 4.965 -0.752
H 1.834 3.811 -0.473
H 1.572 5.148 -3.085
H 2.283 5.343 -5.380
H 0.775 5.092 -6.261
H 2.120 3.975 -6.485
H 0.570 2.060 -5.854
H -0.068 -0.081 -5.064
H -1.509 0.244 -4.079
H -0.071 -0.412 -3.314
I 4.031 1.609 -2.915
C 3.049 0.672 -1.289
I 2.697 -1.383 -1.602
H 2.068 1.128 -1.129
H 3.717 0.803 -0.446
F 1.761 -4.025 1.259
C 2.969 -4.581 1.283
F 2.853 -5.844 1.722
F 3.448 -4.619 0.037
S 4.120 -3.628 2.367
O 3.990 -2.273 1.912
O 5.381 -4.286 2.213
N 3.460 -3.885 3.768
S 3.255 -2.780 4.850
O 2.278 -1.775 4.528
O 4.472 -2.303 5.449
C 2.451 -3.840 6.129
F 3.253 -4.839 6.506
F 2.183 -3.092 7.208
F 1.303 -4.357 5.686
O 3.364 2.950 3.730
S 4.185 3.407 2.557
N 4.622 2.573 1.434

---

71
Properties=species:S:1:pos:R:3 method="wB97M-V/def2-TZVPD" e_lumo_ev="4.74 / 4.73" total_charge=-2 e_above_lowest_kj_mol=62.4 multiplicity=2 homo_ev="1.74 / -0.77" gap_ev="3.00 / 5.51"
Hg -0.663 0.345 -0.070
C 2.090 -2.615 0.429
O 0.874 -2.172 -0.101
C 0.222 -3.035 -1.000
C -0.130 -2.311 -2.304
O -1.349 -1.629 -2.117
C -1.813 -0.855 -3.194
C -0.994 0.399 -3.513
O -1.329 1.413 -2.596
C -0.462 2.516 -2.663
H 1.942 -3.375 1.216
H 2.567 -1.740 0.868
H 2.752 -3.028 -0.343
H -0.708 -3.387 -0.533
H 0.865 -3.895 -1.235
H -0.243 -3.053 -3.117
H 0.692 -1.622 -2.524
H -2.804 -0.523 -2.867
H -1.887 -1.485 -4.098
H -1.229 0.736 -4.542
H 0.079 0.182 -3.445
H -0.601 3.057 -3.615
H 0.583 2.199 -2.576
H -0.715 3.159 -1.823
C 2.836 -0.554 -4.607
O 3.303 -1.335 -3.542
C 3.757 -0.586 -2.427
C 5.118 -0.580 -2.169
C 5.607 0.092 -1.056
C 4.723 0.717 -0.203
C 3.333 0.724 -0.423
C 2.540 1.381 0.549
N 1.233 1.526 0.657
N 0.854 2.217 1.743
C -0.442 2.485 1.862
O -1.336 2.251 0.969
C -0.835 3.033 3.150
C -2.192 3.264 3.434
C -2.590 3.673 4.684
C -1.653 3.877 5.696
C -0.301 3.688 5.414
C 0.104 3.276 4.169
C 2.802 0.088 -1.608
O 1.575 0.147 -1.942
H 2.234 -1.209 -5.244
H 3.668 -0.138 -5.204
H 2.208 0.274 -4.267
H 5.792 -1.090 -2.849
H 6.675 0.122 -0.864
H 5.102 1.228 0.678
H 3.099 1.888 1.344
H -2.908 3.076 2.648
H -3.644 3.836 4.894
H -1.970 4.172 6.689
H 0.431 3.858 6.197
H 1.144 3.101 3.944
C -3.128 -2.886 2.741
C -2.575 -1.866 1.768
N -1.324 -1.522 1.779
O -0.499 -2.161 2.749
C -3.442 -1.271 0.805
C -4.925 -1.582 0.808
N -2.986 -0.434 -0.111
O -3.813 0.037 -0.970
H -2.333 -3.241 3.390
H -3.539 -3.742 2.204
H -3.908 -2.448 3.362
H 0.356 -1.759 2.555
H -5.171 -2.499 1.338
H -5.252 -1.660 -0.230
H -5.470 -0.749 1.259